No. 1
The following is a DFT calculation (ωB97M-V/def2-TZVPD) of a gas-phase ion, C5H12N2O (charge +2).

XYZ file:
```
20
Properties=species:S:1:pos:R:3:forces:R:3:nbo_charge:R:1
N 0.3335 0.4613 2.4528 1.960 2.519 -1.133 -0.7135
C 0.1046 0.6863 -0.0638 3.351 -0.712 -0.721 -0.5118
C 0.9069 -0.0245 1.0986 -1.528 0.662 1.004 0.1441
O -1.0876 -1.8878 0.3986 0.369 -0.617 2.716 -0.4139
H -1.9371 -1.8543 -1.3127 -3.299 -1.832 -3.303 0.1506
H 0.3618 -0.7200 -1.8600 2.034 -0.871 -0.539 0.2382
H 0.8557 1.4799 -0.3342 -0.914 -0.514 -0.422 0.2750
H -1.1926 0.3704 -3.4511 0.845 1.276 4.188 0.4992
H -0.8206 1.1845 0.1287 -0.462 0.359 1.381 0.2350
H 0.8497 1.3985 2.7732 -1.082 -2.612 -0.506 0.4744
C 1.9300 -0.8675 1.1474 -0.247 -0.303 1.491 -0.3363
H -0.6339 0.7423 2.3340 -0.390 -0.363 0.337 0.4432
H 2.3578 -1.3723 2.1278 -0.903 1.386 -2.199 0.2813
H -1.8280 1.0538 -1.9330 -1.025 0.782 -0.143 0.4333
H -0.4281 1.6527 -2.5850 0.696 0.640 0.364 0.4531
N -0.9485 0.8275 -2.3474 -0.896 -4.110 -2.752 -0.7402
H 0.4498 -0.2884 3.1132 -0.108 -0.179 0.850 0.4651
C -0.2975 -0.2197 -1.2356 -2.372 0.978 0.164 -0.0991
H 2.3376 -1.1572 0.2010 0.418 -0.403 -0.239 0.2496
C -1.3136 -1.4658 -0.6524 3.554 3.914 -0.540 0.4725
```
Positions in Å, forces in eV/Å.

HOMO level = -17.83 eV
orbital gap = 0.384 Ha
structure (SMILES) = C=C([NH3+])C[C@H]([NH3+])C=O
energy above the lowest of the compared OMol25 structures with the same formula, charge and spin = 59.9 kcal/mol
net charge = +2
DFT total energy = -10386.912 eV


No. 2
The following is a DFT calculation (ωB97M-V/def2-TZVPD) of a molecular structure, C12H30AlBBeBrCl4ILiNO3.

XYZ file:
```
56
Properties=species:S:1:pos:R:3:forces:R:3:nbo_charge:R:1
H -0.9815 -1.0594 1.3323 -0.238 -0.572 -0.488 0.2645
O -0.7209 -1.2820 6.0217 0.313 -0.411 -0.343 -0.5506
C -2.4147 -0.8031 7.6131 0.084 -0.174 -0.100 -0.7216
H 1.7321 -1.7647 1.9727 -0.035 -0.628 -0.206 0.2511
Li 1.7189 2.5651 0.0914 -0.348 0.472 0.163 0.9019
H 0.0807 2.6011 -2.9896 -0.751 -1.727 0.444 0.2953
Al 4.1633 2.9961 2.2840 -0.769 0.782 0.442 0.8107
B 3.3670 -0.2999 2.0596 0.977 0.646 3.555 -0.1089
H 1.5004 -1.0144 -3.2923 0.546 -0.080 -0.950 0.0728
H 3.6261 0.7474 2.6779 -0.156 -0.409 0.162 -0.0373
H -3.0394 -2.8581 -4.2616 0.085 -0.058 0.044 0.2034
H 0.2905 -0.0391 -5.0792 -2.885 2.484 0.668 0.1676
H -1.2870 -0.0684 2.7151 -0.552 0.324 0.203 0.2200
O 0.8581 -0.3939 -1.4637 0.983 0.113 -0.866 -0.5458
H -0.9022 1.6638 -1.7351 0.069 0.025 0.120 0.1946
H -3.9409 -1.6375 -5.1783 -0.003 0.044 -0.011 0.1631
H 3.4260 -0.2530 0.6696 0.622 0.589 -1.465 0.2814
H -0.1670 -1.5999 -2.8307 0.491 0.161 -0.309 0.2651
C 1.0046 0.8375 -2.1607 -0.494 0.767 0.025 -0.0239
C -0.5641 -0.7104 2.2559 -0.035 0.881 -0.082 -0.6490
N -1.1358 0.9032 -3.6039 0.469 -1.527 0.892 -0.5329
H 0.7563 0.2170 0.8967 0.158 0.576 -0.590 0.2129
H -1.5487 -0.1912 -6.7280 -0.024 0.053 -0.075 0.1822
Cl 2.0138 4.1910 1.7213 1.948 1.180 -1.162 -0.7843
C -1.8201 -0.1351 -5.6713 0.267 -0.212 -0.255 -0.0847
H -0.3684 -1.5039 2.9450 0.011 -0.638 0.358 0.2218
Cl 0.3353 4.1929 -3.9707 0.368 0.559 -0.211 -0.8395
H -2.5642 -1.8778 7.6034 -0.003 -0.084 -0.012 0.2365
H 1.8039 -0.8833 3.4786 0.624 -0.010 0.708 0.2839
H 1.2597 -2.2896 -2.0713 -0.146 -0.244 0.141 0.2062
Cl 1.3107 -1.0595 -6.0937 2.332 -3.101 1.232 -0.5665
C -1.3020 -0.4433 6.6583 -0.280 0.379 0.297 0.6025
H 4.2645 -1.0506 2.3495 0.345 0.306 -1.089 0.0688
H -0.1390 1.1121 5.8154 0.049 0.066 -0.014 0.2325
H -2.7924 0.3528 -5.5977 -0.106 0.018 0.095 0.1933
C 0.8509 -1.3658 -2.4677 -0.183 -1.403 0.827 -0.3187
H 1.4623 1.5363 -1.4499 0.247 0.120 0.025 0.0602
C 0.7255 0.0412 1.9536 -0.768 -0.596 1.160 -0.2570
H -0.6208 1.4119 7.4977 -0.139 0.072 0.033 0.2291
H -3.2140 -1.2366 -3.5936 -0.047 0.016 0.004 0.1831
C -0.2617 1.5237 -2.6115 -0.082 1.623 -0.535 -0.3542
Be 2.0587 -2.3730 -4.6366 -1.367 2.344 -1.703 1.1063
H -3.3408 -0.3140 7.3096 0.002 0.120 0.105 0.2319
C -0.9460 1.0192 6.5334 0.090 -0.190 -0.057 -0.7253
H -2.1551 -0.4904 8.6250 -0.089 0.136 0.004 0.2296
C -3.0860 -1.8048 -4.5166 0.134 0.054 -0.205 -0.2481
Br -1.4287 -2.4792 -1.2957 -0.969 -0.489 0.526 -0.7276
H -1.8076 1.5875 6.1805 -0.028 0.068 0.126 0.2321
H -1.4517 0.0003 -3.2322 -0.335 0.426 0.130 0.3691
H 1.7211 0.7113 -2.9763 0.109 0.318 0.017 0.1826
I 0.8132 1.9088 3.0683 -0.800 -1.555 0.251 0.0775
H -0.6003 1.6343 -5.4564 0.324 -0.131 0.022 0.2460
C 1.8795 -0.7924 2.4086 0.147 0.760 -2.317 -0.6736
Cl 4.2097 1.1123 0.3568 -1.447 -1.991 0.078 -0.1206
O -1.8647 -1.4684 -5.1784 -0.282 0.007 0.317 -0.5701
C -0.7671 0.6756 -4.9522 1.566 -0.259 -0.128 -0.2392
```
Positions in Å, forces in eV/Å.

HOMO level = -6.92 eV
orbital gap = 0.103 Ha
net charge = 0
DFT total energy = -156666.781 eV


No. 3
The following is a DFT calculation (ωB97M-V/def2-TZVPD) of 7 unconnected molecules or ions with the total composition C23H50FNO6PS.

XYZ file:
```
83
Properties=species:S:1:pos:R:3:forces:R:3:lowdin_charge:R:1
H 3.0447 3.7959 -4.3288 0.012 0.036 0.051 0.0938
C -0.6981 1.1526 1.8562 0.014 0.036 0.006 -0.4654
C -1.5025 -8.0449 0.8495 -0.373 0.247 0.113 -0.3106
H -1.4218 5.3205 -3.3212 -0.015 -0.008 -0.047 0.0933
H -2.7397 -1.3815 0.4250 -0.049 -0.005 -0.140 0.1090
O 3.1283 -0.3408 3.7464 0.023 -0.044 -0.005 0.0663
O -1.4257 0.1998 2.0593 0.137 0.025 -0.108 0.0439
H 5.4157 -2.3643 3.2842 -0.005 -0.052 0.034 0.0863
H 2.5033 -2.2926 -1.2850 -0.019 -0.002 0.001 0.0771
C -2.0442 6.8782 2.5912 0.060 0.071 -0.101 -0.0222
C -1.3927 -2.9598 0.7345 -0.132 0.305 -0.059 -0.2468
C -1.1872 2.3794 1.1390 -0.169 -0.150 0.077 -0.0122
C 2.6613 -2.6691 3.8761 -0.074 0.093 -0.031 -0.0210
H 2.7470 -3.2094 4.8201 0.039 -0.040 -0.022 0.0882
H -2.2720 1.6297 -2.9880 -0.002 0.000 0.004 0.0759
H 5.5834 -0.7767 4.0692 0.003 0.002 0.001 0.0841
C -1.6768 -6.4746 -1.5860 -0.169 0.462 0.221 -0.3143
C 3.6859 1.9479 -3.4520 0.005 0.077 -0.003 -0.4873
H -1.6641 6.0177 3.1452 -0.054 -0.005 0.037 0.0801
H -2.9848 3.1929 -3.4497 0.010 0.026 -0.063 0.0907
C 0.8706 -1.4012 -2.3390 0.102 0.104 -0.038 -0.4725
H 1.6293 -2.3549 3.7332 0.001 0.007 0.007 0.0720
H -1.9300 -7.3367 -2.2007 0.037 -0.025 -0.106 0.0561
H -2.4968 -7.6608 1.0702 -0.019 0.055 0.027 0.0531
H 1.3913 1.2727 1.4170 0.012 0.083 0.016 0.0892
C 2.6255 2.9833 -3.7328 -0.033 -0.089 -0.050 -0.0212
O 3.5557 0.7968 -3.8037 -0.011 -0.017 0.002 0.0516
H -2.2376 2.2632 0.8785 -0.006 -0.001 0.022 0.0854
H -1.1659 -5.7311 -2.1975 -0.009 -0.057 -0.171 0.0496
H 0.2538 5.0667 -2.7942 -0.007 0.010 0.007 0.0829
H 2.9573 -3.3475 3.0729 0.038 -0.037 0.042 0.0799
C 2.2996 -1.3975 -1.8698 -0.063 -0.217 0.098 -0.0122
H -1.0625 3.2634 1.7674 0.113 0.019 -0.044 0.0850
H 4.6255 2.8266 -1.7386 -0.002 0.062 -0.022 0.0881
O 0.1106 -2.3096 -2.0631 -0.041 -0.145 0.030 0.0216
H 2.4835 -0.5125 -1.2580 0.045 0.047 -0.071 0.0872
H -2.9409 -1.2899 2.6639 0.143 -0.114 0.336 0.0475
H -2.2376 -4.8630 0.6751 -0.266 -0.034 0.489 0.0819
N -1.4339 -4.4189 1.1147 0.241 -0.206 -0.987 -0.2577
H -1.6093 -9.0141 0.3589 0.000 -0.076 0.025 0.0538
H 0.5535 0.6920 -2.5702 0.058 0.042 -0.060 0.0695
H -2.6014 -6.0391 -1.2053 -0.053 -0.064 0.037 0.0445
H -2.7743 7.3860 3.2235 -0.013 -0.050 0.034 0.0871
H -1.2253 7.5565 2.3664 0.002 0.002 0.001 0.0827
H 0.9894 0.2114 2.7843 0.027 0.003 0.023 0.0524
O -0.3748 2.8227 -1.8501 0.088 -0.016 -0.202 0.0217
C -2.6964 6.4231 1.3083 -0.033 -0.017 0.055 -0.5100
H -3.5316 4.5514 1.9391 -0.036 0.024 0.076 0.0716
C -3.2590 -2.2619 2.3052 -0.311 0.264 -0.436 -0.0896
C -3.8574 5.4656 1.4389 0.000 -0.027 -0.181 -0.0247
H -0.6093 2.5093 0.2243 0.011 0.136 0.103 0.0543
H 5.4095 3.2075 -3.2718 -0.026 0.046 0.032 0.0893
H -0.6184 -0.3352 -3.4262 0.001 -0.004 0.000 0.0806
C 0.4295 -0.2199 -3.1563 -0.220 -0.191 0.011 -0.0117
F 0.3472 -5.8737 2.0811 0.116 -0.231 0.143 -0.3301
C -0.5671 4.6437 -3.3672 0.077 -0.017 0.095 -0.0155
C 5.0402 -1.7178 4.0794 -0.011 0.126 -0.010 -0.0195
C -2.7846 -2.3811 0.8540 -0.003 -0.083 0.342 -0.2410
H 1.0402 -0.1404 -4.0566 0.102 0.071 0.071 0.0889
C 4.9108 2.4168 -2.7092 0.021 -0.133 -0.018 -0.0158
C -0.9479 3.2994 -2.8075 -0.047 0.117 0.012 -0.4894
S -0.0865 -5.2216 0.7023 -0.157 0.688 0.383 0.9259
H -3.4844 -2.9665 0.2483 0.036 -0.036 -0.081 0.1087
H 2.2540 3.4040 -2.7965 0.027 0.031 0.001 0.0805
H -2.8738 -3.0543 2.9437 -0.029 -0.048 0.056 0.0712
H -1.8417 2.4003 -4.5346 -0.034 0.050 -0.021 0.0916
H -0.7168 -2.4340 1.4065 0.066 -0.117 0.110 0.1182
H 2.9723 -1.3505 -2.7258 0.021 0.116 0.013 0.0793
C -2.0840 2.5782 -3.4851 0.036 -0.089 0.095 -0.0134
H -1.0280 -2.8773 -0.2848 0.082 0.118 -0.045 0.0709
O -2.3074 6.7974 0.2274 0.037 -0.031 -0.031 0.0644
H -0.2724 4.5437 -4.4137 -0.062 0.018 -0.023 0.0893
H 0.9380 1.9698 2.9720 0.043 0.040 -0.051 0.0963
H -4.3475 -2.2668 2.3342 -0.040 -0.138 0.134 0.0754
H 5.5968 1.5857 -2.5672 0.004 0.001 -0.001 0.0834
H 1.8009 2.5245 -4.2742 0.001 0.003 -0.010 0.0759
C 0.7439 1.1430 2.2869 -0.168 -0.098 -0.005 -0.0124
C 3.5678 -1.4576 3.8858 0.047 -0.057 0.031 -0.4941
H -0.9438 -8.1937 1.7699 0.049 -0.040 0.027 0.0430
P -0.5214 -7.0776 -0.3254 0.728 -0.789 -0.346 0.7651
H -4.6635 5.9057 2.0277 0.055 0.001 0.079 0.0864
H -4.2323 5.2203 0.4480 -0.008 -0.012 0.002 0.0800
H 5.2091 -2.2247 5.0309 0.002 -0.054 -0.024 0.0886
```
Positions in Å, forces in eV/Å.

HOMO level = -11.14 eV
orbital gap = 0.280 Ha
net charge = +1
DFT total energy = -61271.632 eV